# C4H3O2Ru

A molecular structure, C4H3O2Ru in a non-equilibrium geometry (ωB97M-V/def2-TZVPD, the Open Molecules 2025 dataset).

Structure (XYZ):
```
10
Properties=species:S:1:pos:R:3:forces:R:3:lowdin_charge:R:1
C -2.372 0.083 0.041 -5.04 1.63 0.00 0.0636
C -1.184 -0.194 0.026 4.85 -2.29 -0.14 0.1161
C 0.154 -0.652 -0.010 -5.40 2.01 -0.03 0.1721
C 1.142 0.210 -0.169 4.03 -0.04 0.74 -0.0156
H 2.315 -1.287 0.136 0.59 0.16 -0.19 0.1589
H 1.201 1.305 -0.178 -0.45 -0.40 -0.32 0.1617
O -3.602 0.542 0.036 4.03 -0.81 -0.02 0.2551
H -4.247 -0.174 0.088 -0.67 -0.52 0.06 0.1825
O 2.487 -0.332 -0.054 -7.58 -2.54 -0.51 -0.2557
Ru 4.105 0.498 0.083 5.65 2.80 0.41 1.1613
```
Positions in Å, forces in eV/Å.

**Net charge**: +2
**E_LUMO (spin up / spin down)**: -8.59 / -12.27 eV
**⟨S²⟩**: 8.793
**Frontier orbital gap (spin up / spin down)**: 9.88 / 4.93 eV
**HOMO (spin up / spin down)**: -18.47 / -17.20 eV
**Multiplicity**: 6

# CHClOS

2 unconnected molecules or ions with the total composition CHClOS in a non-equilibrium geometry (ωB97M-V/def2-TZVPD, the Open Molecules 2025 dataset).

Structure (XYZ):
```
5
Properties=species:S:1:pos:R:3:forces:R:3:lowdin_charge:R:1
C 0.016 0.508 -0.197 5.11 -2.36 3.20 -1.0777
O -0.242 -2.125 -0.084 0.63 0.09 0.24 -0.5563
S -0.893 -0.829 -0.211 -0.97 0.61 -0.67 0.7992
Cl -0.409 2.073 -0.106 -1.06 1.78 -0.34 0.6126
H 1.528 0.373 0.599 -3.71 -0.12 -2.42 0.2221
```
Positions in Å, forces in eV/Å.

**Energy above the lowest of the compared OMol25 structures with the same formula, charge and spin**: 2.8348 eV
**E_LUMO (spin up / spin down)**: -0.91 / -0.91 eV
**Frontier orbital gap (spin up / spin down)**: 8.73 / 8.73 eV
**HOMO (spin up / spin down)**: -9.64 / -9.64 eV

# C2HBrF2O

2 unconnected molecules or ions with the total composition C2HBrF2O in a non-equilibrium geometry (ωB97M-V/def2-TZVPD, the Open Molecules 2025 dataset).

Structure (XYZ):
```
7
Properties=species:S:1:pos:R:3:forces:R:3:lowdin_charge:R:1
C 0.380 0.494 0.578 3.79 -3.30 0.87 -0.0144
C 0.995 -1.565 1.288 -0.71 2.62 0.62 -0.8131
O 1.365 1.106 0.703 -1.30 0.76 -0.10 0.0723
F 1.906 -2.224 0.624 1.10 0.24 -1.19 0.0256
F -0.002 -2.397 1.388 -1.55 -0.55 0.48 0.0274
Br 1.814 -1.186 3.093 -0.44 0.03 -0.59 0.6021
H -0.535 0.603 0.029 -0.89 0.21 -0.09 0.1001
```
Positions in Å, forces in eV/Å.

**Energy above the lowest of the compared OMol25 structures with the same formula, charge and spin**: 2.7307 eV
**E_LUMO (spin up / spin down)**: -0.40 / -0.41 eV
**Frontier orbital gap (spin up / spin down)**: 8.86 / 8.86 eV
**HOMO (spin up / spin down)**: -9.27 / -9.27 eV

# C23H41DyN2P3S

A molecular structure, C23H41DyN2P3S in a non-equilibrium geometry (ωB97M-V/def2-TZVPD, the Open Molecules 2025 dataset).

Structure (XYZ):
```
71
Properties=species:S:1:pos:R:3:forces:R:3:lowdin_charge:R:1
Dy 0.202 0.526 -0.176 0.68 0.03 1.53 1.2119
P -2.051 1.424 1.235 -1.49 0.35 0.88 0.7088
P 2.258 0.044 1.994 1.10 -0.42 0.74 0.7204
P -0.850 -1.887 0.821 -0.45 -0.67 0.08 0.6628
H 1.023 1.812 -2.516 -0.69 0.23 -0.75 0.0694
C 0.137 1.191 -2.779 -1.58 0.93 -0.42 -0.1252
C -1.138 1.502 -2.304 0.95 -0.52 -1.71 -0.1194
H -1.529 2.522 -2.184 0.86 -0.12 1.15 0.0949
C -2.469 3.208 1.215 0.18 0.09 -0.40 -0.2267
C -1.991 1.172 3.044 0.48 -0.23 0.07 -0.2282
C -3.728 0.756 0.901 0.24 -0.14 -0.36 -0.2390
C 3.666 -0.876 1.282 -0.31 0.02 -0.43 -0.2589
C 3.177 1.381 2.850 -0.41 0.41 -0.28 -0.2580
C 1.859 -0.983 3.457 -0.55 0.05 -0.15 -0.2488
C -2.194 -2.329 -0.349 0.01 0.23 -0.24 -0.2708
C -1.645 -2.308 2.415 -0.02 0.34 0.13 -0.2343
C 0.404 -3.207 0.683 0.38 0.04 -0.04 -0.2750
H 0.343 0.463 -3.595 -0.26 -0.33 1.42 0.0860
H -1.981 0.792 -2.282 0.49 -0.03 -0.93 0.0803
H -2.340 3.603 0.205 -0.20 0.15 0.08 0.0479
H -1.846 3.792 1.899 -0.15 -0.20 -0.13 0.0460
H -3.519 3.295 1.512 0.26 0.16 -0.06 0.0703
H -1.308 1.904 3.484 -0.17 -0.15 0.11 0.0472
H -1.654 0.162 3.297 -0.09 0.28 0.08 0.0180
H -3.006 1.325 3.433 0.27 0.03 0.00 0.0838
H -3.875 0.758 -0.189 -0.36 -0.10 0.34 0.0549
H -4.436 1.444 1.391 0.14 -0.46 -0.28 0.0698
H -3.852 -0.260 1.306 -0.01 0.39 -0.23 0.0418
H 4.419 -1.096 2.050 -0.22 0.04 -0.20 0.0766
H 4.108 -0.252 0.496 0.12 -0.27 0.09 0.0565
H 3.285 -1.805 0.844 0.31 0.06 0.02 0.0358
H 4.045 0.990 3.395 -0.26 -0.07 -0.23 0.0788
H 2.501 1.861 3.565 0.31 0.01 0.04 0.0415
H 3.504 2.124 2.118 0.08 0.02 0.19 0.0584
H 2.727 -1.036 4.127 -0.17 0.01 -0.23 0.0778
H 1.568 -1.993 3.151 0.07 0.15 0.17 0.0265
H 1.025 -0.514 3.993 0.14 -0.20 0.06 0.0471
H -2.246 -3.427 -0.337 -0.26 0.29 -0.16 0.0755
H -1.999 -1.984 -1.382 -0.15 -0.29 0.58 -0.0112
H -3.137 -1.884 0.001 0.28 -0.31 -0.09 0.0412
H -1.973 -3.360 2.393 0.12 0.37 -0.08 0.0885
H -2.514 -1.652 2.556 0.17 -0.36 0.08 0.0344
H -0.950 -2.167 3.253 -0.20 -0.06 -0.21 0.0490
H -0.083 -4.115 0.304 0.24 0.15 0.14 0.0739
H 0.805 -3.383 1.692 -0.09 -0.09 -0.38 0.0493
H 1.227 -2.933 0.002 -0.35 -0.28 0.32 -0.0016
C 0.636 -3.295 -4.081 0.61 -0.44 -2.01 -0.5583
C 1.636 -4.286 -4.204 -0.31 0.03 0.35 -0.0847
C 1.650 -5.171 -5.308 -0.08 0.19 0.16 -0.0472
C 0.715 -5.078 -6.352 -0.62 0.78 0.52 -0.0345
C -0.224 -4.026 -6.289 -0.13 0.28 0.55 -0.0489
C -0.248 -3.127 -5.189 0.07 0.14 0.67 -0.1053
S 0.268 -2.350 -2.581 0.32 0.34 0.66 0.7639
H 1.338 -1.603 -1.923 -0.46 -1.10 -1.50 -0.1030
H 2.365 -4.343 -3.389 -0.15 -0.39 -0.47 0.1087
H 2.373 -5.987 -5.366 -0.03 0.42 0.27 0.1207
H 0.661 -5.804 -7.191 0.27 0.64 0.79 0.1356
H -0.985 -3.918 -7.079 0.54 0.05 0.47 0.1231
H -0.962 -2.285 -5.100 0.26 -0.76 -0.48 0.0997
N 0.386 8.122 1.666 0.12 -3.19 -0.58 0.2432
C 0.437 6.970 1.438 -0.10 2.25 0.16 -0.1067
C 0.505 5.545 1.128 0.40 0.34 0.48 -0.1588
C 0.498 5.066 -0.184 -0.20 0.13 -0.16 0.0471
C 0.509 3.693 -0.401 0.17 0.50 0.66 -0.1292
N 0.635 2.798 0.610 -0.15 0.15 -0.06 -0.1376
C 0.719 3.269 1.886 0.19 0.32 -0.66 -0.1555
C 0.650 4.625 2.178 0.03 -0.25 0.18 0.0330
H 0.471 5.770 -1.015 -0.11 -0.25 0.14 0.1512
H 0.403 3.312 -1.418 0.22 0.19 0.36 0.0789
H 0.876 2.534 2.676 -0.23 0.25 -0.33 0.0808
H 0.722 4.967 3.218 -0.07 -0.13 -0.47 0.1555
```
Positions in Å, forces in eV/Å.

**Net charge**: +3
**Energy above the lowest of the compared OMol25 structures with the same formula, charge and spin**: 1.1737 eV
**E_LUMO (spin up / spin down)**: -10.94 / -10.80 eV
**⟨S²⟩**: 9.335
**Frontier orbital gap (spin up / spin down)**: 5.01 / 5.14 eV
**HOMO (spin up / spin down)**: -15.94 / -15.94 eV
**Multiplicity**: 6

# C35H34BN7O5OsS

A molecular structure, C35H34BN7O5OsS in a non-equilibrium geometry (ωB97M-V/def2-TZVPD, the Open Molecules 2025 dataset).

Structure (XYZ):
```
84
Properties=species:S:1:pos:R:3:forces:R:3:lowdin_charge:R:1
Os -1.979 1.604 0.055 -0.13 0.42 -0.12 1.5519
O -4.102 -1.655 4.213 -0.07 0.17 0.11 0.1105
C -3.402 -2.650 3.673 0.28 -0.11 -0.37 -0.2364
C -3.375 -3.851 4.384 -0.07 -0.02 0.07 0.0181
C -2.703 -4.946 3.896 -0.02 0.14 -0.03 -0.0272
C -2.032 -4.879 2.671 0.08 -0.14 -0.05 -0.0487
C -2.037 -3.708 1.963 0.03 0.13 -0.05 -0.0104
C -2.687 -2.554 2.447 -0.12 -0.15 0.27 -0.0579
C -2.629 -1.312 1.716 -0.01 0.60 -0.19 -0.2177
O -1.729 -1.088 0.727 -0.12 -0.27 -0.06 0.1568
N -3.464 -0.351 1.931 -0.84 -0.66 0.41 0.0882
N -3.296 0.851 1.363 0.24 0.58 0.13 -0.2032
C -4.291 1.485 0.735 0.10 -0.66 0.19 -0.1001
C -4.294 2.948 0.751 0.11 0.73 0.05 -0.3124
C -5.415 3.732 0.519 0.03 -0.31 -0.06 0.0175
C -5.273 5.110 0.552 0.06 0.12 0.02 -0.0070
C -4.038 5.667 0.855 -0.11 -0.10 0.01 -0.0079
C -2.968 4.813 1.083 0.05 0.12 0.05 -0.1052
N -3.086 3.495 1.002 -0.15 -0.21 -0.05 -0.0061
H -4.127 -0.895 3.610 -0.01 0.02 -0.07 0.0842
H -3.916 -3.890 5.319 0.01 0.00 0.00 0.1334
H -2.711 -5.872 4.456 0.02 0.01 0.02 0.1224
H -1.521 -5.749 2.284 -0.04 0.01 -0.05 0.1175
H -1.565 -3.691 0.988 0.03 -0.04 -0.02 0.1222
H -5.194 0.938 0.479 0.01 0.00 -0.07 0.1413
H -6.372 3.273 0.306 0.00 -0.01 0.03 0.1312
H -6.124 5.745 0.348 0.00 0.01 0.03 0.1301
H -3.905 6.738 0.902 0.03 0.00 0.04 0.1240
H -1.989 5.197 1.341 0.01 0.01 -0.09 0.1235
C 5.112 -3.951 2.591 -0.05 0.03 -0.08 -0.0614
C 4.678 -4.533 1.244 0.04 -0.17 0.01 -0.5593
C 5.880 -4.488 0.292 -0.10 0.06 0.04 -0.0450
C 4.241 -5.995 1.467 0.08 0.09 -0.01 -0.0321
C 3.475 -3.805 0.650 -0.07 0.03 -0.07 -0.1542
C 3.098 -4.042 -0.679 0.08 0.02 0.08 -0.0117
C 1.934 -3.532 -1.240 -0.19 0.11 -0.11 0.0301
C 1.134 -2.769 -0.419 0.30 -0.05 0.41 -0.1736
O -0.125 -2.231 -0.656 -0.35 -0.04 -0.13 0.2121
B -0.505 -1.714 0.560 0.67 -0.27 0.02 -0.7995
O 0.480 -1.794 1.509 -0.24 0.20 0.27 0.2492
C 1.498 -2.509 0.894 0.02 -0.24 -0.44 -0.1537
C 2.659 -2.999 1.447 -0.03 0.13 0.14 0.0787
H 6.006 -4.471 2.933 0.00 0.00 0.01 0.0922
H 4.348 -4.085 3.359 0.01 0.02 0.01 0.0833
H 5.354 -2.889 2.511 0.00 0.01 0.02 0.0922
H 6.726 -5.010 0.740 0.00 0.00 0.00 0.0920
H 6.177 -3.454 0.106 0.05 -0.01 -0.02 0.0909
H 5.672 -4.965 -0.664 0.02 -0.02 -0.02 0.0741
H 5.046 -6.559 1.940 0.00 -0.01 -0.02 0.0931
H 3.986 -6.481 0.525 0.00 -0.01 0.00 0.0870
H 3.366 -6.032 2.119 0.01 -0.04 0.01 0.0912
H 3.713 -4.680 -1.296 0.02 0.00 -0.01 0.1140
H 1.655 -3.754 -2.261 -0.02 -0.02 0.01 0.1281
H 2.904 -2.783 2.478 -0.04 -0.03 0.00 0.1251
N 4.400 1.067 -3.091 0.08 -0.04 0.01 0.2100
C 3.156 1.550 -3.241 0.10 -0.04 0.06 -0.5134
O 2.803 2.348 -4.082 -0.03 -0.07 -0.01 0.1047
C 2.118 1.113 -2.233 -0.27 0.17 0.12 -0.0884
C 0.956 0.487 -2.677 0.11 -0.01 -0.07 0.0496
C -0.114 0.374 -1.820 0.13 0.01 -0.07 -0.1182
N -0.088 0.884 -0.570 0.52 -0.03 -0.42 -0.1514
C 1.068 1.394 -0.108 0.02 -0.01 0.17 -0.1019
C 2.189 1.512 -0.901 0.09 -0.10 -0.07 0.0358
H 5.108 1.335 -3.757 -0.01 0.04 0.00 0.1334
H 4.633 0.371 -2.403 -0.05 -0.03 -0.02 0.1201
H 0.885 0.126 -3.694 -0.06 0.00 0.00 0.1454
H -1.026 -0.125 -2.124 -0.02 0.10 -0.03 0.1310
H 1.070 1.713 0.927 -0.02 0.07 -0.02 0.1322
H 3.093 1.949 -0.497 -0.03 0.03 0.03 0.1370
N -0.135 7.134 -4.271 0.24 -0.23 0.15 0.1128
C -1.352 6.644 -4.009 -0.60 0.60 -0.38 -0.8357
S -2.747 7.316 -4.567 0.24 -0.20 0.16 0.7462
C -1.421 5.465 -3.110 0.16 -0.29 0.19 -0.2122
C -2.339 4.447 -3.358 0.14 -0.02 -0.05 -0.0003
C -2.369 3.351 -2.525 -0.07 0.01 -0.17 -0.1006
N -1.554 3.220 -1.465 -0.28 -0.12 0.14 -0.1040
C -0.691 4.211 -1.207 0.17 -0.10 0.01 -0.1323
C -0.587 5.336 -1.998 -0.10 0.06 -0.10 0.0198
H -0.050 7.909 -4.909 -0.06 0.05 0.02 0.1157
H 0.705 6.637 -4.022 0.00 -0.01 -0.05 0.1154
H -3.002 4.513 -4.208 -0.03 0.02 0.02 0.1130
H -3.057 2.538 -2.716 0.00 0.00 0.05 0.1165
H -0.044 4.079 -0.348 -0.05 0.05 0.04 0.1135
H 0.108 6.121 -1.732 0.07 -0.06 0.00 0.1309
```
Positions in Å, forces in eV/Å.

**Net charge**: +2
**Energy above the lowest of the compared OMol25 structures with the same formula, charge and spin**: 0.2895 eV
**E_LUMO (spin up / spin down)**: -6.27 / -7.36 eV
**⟨S²⟩**: 6.026
**Frontier orbital gap (spin up / spin down)**: 6.72 / 5.63 eV
**HOMO (spin up / spin down)**: -12.99 / -12.99 eV
**Multiplicity**: 5

# C22H24ClNO

C22H24ClNO in the gas phase in a non-equilibrium geometry (ωB97M-V/def2-TZVPD, the Open Molecules 2025 dataset).

Structure (XYZ):
```
49
Properties=species:S:1:pos:R:3:forces:R:3:lowdin_charge:R:1
C -3.924 -1.797 0.295 -1.01 0.65 0.14 -0.0498
C -2.561 -2.344 0.065 0.03 0.88 -1.18 -0.4064
N -1.643 -1.530 0.796 0.86 -0.02 0.75 -0.0086
C -0.282 -2.057 0.776 -0.27 0.61 -0.09 -0.2100
C 0.675 -1.245 1.626 1.17 -0.44 -0.98 -0.1370
C 1.171 0.084 0.962 -0.50 -0.58 0.08 -0.2292
C 2.516 0.474 1.576 0.18 1.03 -0.11 -0.1276
C 3.104 1.769 1.045 0.03 0.38 -1.11 -0.2087
C 3.276 2.891 1.865 0.54 0.14 -1.09 -0.0446
C 3.895 4.054 1.364 -0.31 -1.05 -0.44 -0.0688
C 4.337 4.098 0.024 0.04 0.36 1.39 -0.0979
C 4.130 3.014 -0.800 -0.21 -1.03 -0.06 -0.0957
C 3.497 1.860 -0.323 0.08 0.93 1.71 -0.0249
C 0.119 1.133 1.165 -0.99 1.47 0.66 -0.2335
C -0.201 1.925 2.244 0.50 -0.48 0.13 -0.0232
C -1.402 2.672 1.954 0.33 -0.69 -0.80 -0.0529
C -1.743 2.285 0.695 0.24 -0.06 0.43 -0.1026
O -0.825 1.360 0.182 -0.68 0.69 0.48 -0.0208
C -2.301 -2.354 -1.438 0.39 -0.44 -0.59 -0.1934
C -2.063 -1.196 -2.180 0.31 0.50 -0.27 -0.0267
C -1.767 -1.226 -3.553 -0.03 -0.02 -0.23 -0.0976
C -1.747 -2.438 -4.249 -0.18 -0.41 1.21 -0.6454
Cl -1.433 -2.481 -5.986 -0.11 -0.06 0.90 0.6197
C -1.976 -3.612 -3.498 0.17 -0.10 -0.74 -0.0928
C -2.246 -3.564 -2.127 0.08 0.90 -0.81 -0.0320
H -4.693 -2.398 -0.179 -0.19 -0.15 0.04 0.0859
H -4.092 -1.696 1.362 -0.24 -0.13 0.18 0.0826
H -4.005 -0.788 -0.133 0.07 -0.15 0.03 0.0862
H -2.481 -3.345 0.439 0.01 -0.73 0.19 0.1339
H -1.674 -0.560 0.482 0.06 -0.41 0.10 0.0898
H 0.105 -2.076 -0.249 0.22 -0.05 -0.17 0.1172
H -0.251 -3.102 1.106 -0.42 0.14 0.14 0.1235
H 1.524 -1.926 1.761 0.33 0.32 -0.13 0.1141
H 0.345 -1.064 2.631 -0.62 0.26 0.41 0.1168
H 1.318 -0.079 -0.129 -0.21 0.07 0.58 0.1546
H 2.447 0.580 2.658 -0.20 -0.19 0.15 0.1174
H 3.233 -0.310 1.379 0.12 -0.43 -0.02 0.1201
H 2.974 2.850 2.900 -0.07 0.00 0.16 0.1009
H 4.030 4.859 2.069 0.18 0.33 -0.20 0.0935
H 4.918 4.946 -0.322 -0.22 0.04 -0.03 0.0981
H 4.533 2.994 -1.806 -0.15 0.19 -0.02 0.1011
H 3.351 1.022 -0.965 -0.03 -0.50 -0.40 0.0988
H 0.348 1.920 3.184 -0.15 0.10 -0.33 0.1131
H -1.959 3.384 2.572 0.44 -0.46 -0.29 0.1100
H -2.635 2.585 0.139 0.74 -0.47 -0.28 0.1215
H -2.054 -0.206 -1.701 -0.01 -0.51 -0.11 0.1114
H -1.529 -0.304 -4.098 -0.23 -0.34 0.33 0.1081
H -1.913 -4.594 -3.981 -0.11 0.46 0.06 0.1063
H -2.448 -4.470 -1.599 0.04 -0.57 0.23 0.1055
```
Positions in Å, forces in eV/Å.

**Energy above the lowest of the compared OMol25 structures with the same formula, charge and spin**: 0.0000 eV
**E_LUMO**: 0.80 eV
**Frontier orbital gap**: 9.41 eV
**HOMO**: -8.61 eV

# C6H10N

2 unconnected molecules or ions with the total composition C6H10N in a non-equilibrium geometry (ωB97M-V/def2-TZVPD, the Open Molecules 2025 dataset).

Structure (XYZ):
```
17
Properties=species:S:1:pos:R:3:forces:R:3:lowdin_charge:R:1
C 0.972 -1.137 -3.209 0.57 -0.31 -0.23 0.0694
C -0.007 -0.498 -2.746 0.24 0.10 1.00 0.3171
C -1.622 0.301 1.678 -0.02 -0.26 -0.32 -0.0444
C -0.793 1.508 2.043 0.42 0.06 0.05 -0.0414
C 0.994 -0.377 1.038 0.14 -0.15 0.61 -0.0460
C -0.225 0.427 1.200 -0.32 0.11 0.77 -0.4508
N 0.426 0.405 -0.055 -0.22 -0.23 -2.58 0.0684
H 0.974 -1.513 -4.236 -0.37 0.13 -0.14 0.1329
H 1.898 -1.382 -2.700 0.03 0.12 0.40 0.1233
H -0.914 -0.015 -2.487 -0.45 0.26 0.08 0.0820
H -1.829 -0.436 2.438 0.04 -0.05 0.09 0.1108
H -2.415 0.428 0.956 -0.08 0.10 -0.06 0.1061
H -1.029 2.453 1.574 -0.04 -0.01 -0.09 0.1101
H -0.420 1.596 3.052 -0.04 -0.03 0.08 0.1120
H 1.926 -0.049 1.479 -0.02 0.11 -0.04 0.1184
H 0.891 -1.449 0.933 -0.01 -0.01 -0.04 0.1123
H 0.919 1.245 -0.332 0.13 0.05 0.42 0.1196
```
Positions in Å, forces in eV/Å.

**Net charge**: +1
**Energy above the lowest of the compared OMol25 structures with the same formula, charge and spin**: 5.1442 eV
**E_LUMO**: -6.84 eV
**Frontier orbital gap**: 6.44 eV
**HOMO**: -13.28 eV